Computed, not measured: a molecular structure, C9H27O5Y at a distorted geometry, with ωB97M-V with the def2-TZVPD basis set.

Calculated values
Energy above the lowest of the compared OMol25 structures with the same formula, charge and spin   183.0 kJ/mol
Charge   +2
Multiplicity   1
HOMO-LUMO gap   0.1564 Eh

XYZ file:
```
42
Properties=species:S:1:pos:R:3:lowdin_charge:R:1
Y -2.226 -2.188 1.309 2.07
C 0.098 0.060 -0.371 -0.23
O -0.460 -1.169 -0.119 -0.35
H 1.163 -0.108 -0.534 0.09
H -0.138 0.537 -1.323 0.07
H -0.058 0.882 0.328 0.06
C 2.205 0.972 -3.687 -0.09
C 1.958 -0.292 -4.476 -0.30
O 0.969 -1.021 -3.753 -0.10
H 1.226 1.347 -3.387 0.06
H 2.605 1.867 -4.164 0.08
H 2.879 0.746 -2.861 0.07
H 2.837 -0.912 -4.654 0.12
H 1.537 -0.067 -5.456 0.11
H 0.106 -0.616 -3.869 0.07
C -0.562 1.798 3.172 -0.02
C -2.009 1.380 2.786 -0.24
O -1.906 -0.012 2.500 -0.21
H -0.612 2.879 3.301 0.10
H 0.067 1.728 2.284 0.07
H -0.204 1.189 4.001 0.09
H -2.382 2.044 2.005 0.12
H -2.707 1.521 3.611 0.13
H -1.640 -0.342 3.361 0.10
C 3.508 -3.345 2.301 -0.07
C 3.200 -1.918 1.793 -0.32
O 3.054 -2.077 0.406 -0.10
H 2.627 -3.982 2.376 0.06
H 3.880 -3.208 3.316 0.07
H 4.300 -3.738 1.663 0.08
H 4.015 -1.215 1.970 0.12
H 2.250 -1.496 2.121 0.09
H 3.837 -1.688 0.009 0.09
C -3.548 2.017 -0.931 -0.05
C -3.890 0.553 -0.871 -0.26
O -3.533 -0.066 0.380 -0.18
H -3.735 2.460 -1.909 0.11
H -2.471 2.155 -0.841 0.08
H -4.072 2.499 -0.106 0.09
H -3.317 0.100 -1.680 0.12
H -4.925 0.312 -1.116 0.13
H -3.927 0.411 1.114 0.09
```

***

Computed, not measured: 9 unconnected molecules or ions with the total composition C9H28ClN8O16S2 at a distorted geometry, with ωB97M-V with the def2-TZVPD basis set.

Calculated values
Charge   +1
Multiplicity   1
HOMO-LUMO gap   0.2699 Eh

XYZ file:
```
64
Properties=species:S:1:pos:R:3:nbo_charge:R:1
C 3.718 1.415 -1.110 -0.75
S 2.142 2.160 -0.593 0.72
S 0.900 0.550 -0.331 0.04
Cl 1.526 3.212 -2.199 -0.03
H 3.841 0.478 -0.588 0.29
H 3.655 1.262 -2.182 0.26
H 4.488 2.150 -0.912 0.28
H 1.064 -0.083 -1.524 0.18
C 0.583 -4.025 -0.965 -0.49
N 1.535 -2.954 -1.374 0.54
O 1.408 -2.465 -2.486 -0.41
O 2.381 -2.622 -0.571 -0.38
H -0.104 -4.206 -1.775 0.27
H 1.169 -4.911 -0.743 0.25
H 0.062 -3.669 -0.080 0.24
C -1.200 3.164 3.250 -0.49
N -0.593 1.830 2.984 0.54
O 0.505 1.792 2.442 -0.45
O -1.221 0.856 3.324 -0.35
H -0.525 3.930 2.896 0.24
H -2.148 3.196 2.718 0.25
H -1.350 3.238 4.318 0.26
C -2.665 6.641 5.832 -0.48
N -1.829 5.946 4.816 0.54
O -0.866 5.309 5.201 -0.39
O -2.162 6.054 3.654 -0.38
H -2.244 6.450 6.811 0.24
H -2.648 7.700 5.595 0.25
H -3.672 6.243 5.751 0.24
C -2.411 -7.736 -1.289 -0.48
N -1.932 -6.333 -1.409 0.54
O -2.436 -5.490 -0.696 -0.38
O -1.054 -6.113 -2.222 -0.39
H -3.184 -7.769 -0.532 0.24
H -2.796 -8.031 -2.260 0.25
H -1.558 -8.347 -1.010 0.24
C -3.018 -0.730 0.983 -0.49
N -4.480 -0.629 1.242 0.53
O -4.869 0.327 1.882 -0.37
O -5.175 -1.512 0.793 -0.36
H -2.532 0.120 1.444 0.22
H -2.670 -1.661 1.420 0.24
H -2.881 -0.729 -0.095 0.23
C 2.585 -3.684 -5.266 -0.49
N 3.205 -5.010 -5.533 0.53
O 4.304 -5.028 -6.046 -0.36
O 2.560 -5.986 -5.210 -0.38
H 3.268 -2.911 -5.599 0.23
H 1.649 -3.642 -5.814 0.24
H 2.411 -3.617 -4.198 0.23
C 3.525 2.708 3.878 -0.49
N 4.486 3.742 3.409 0.53
O 4.339 4.176 2.278 -0.41
O 5.350 4.082 4.180 -0.34
H 2.816 2.516 3.083 0.22
H 4.096 1.816 4.121 0.24
H 3.024 3.097 4.758 0.24
C -1.299 2.387 -3.899 -0.49
N -2.372 1.424 -4.272 0.53
O -3.343 1.361 -3.548 -0.36
O -2.186 0.768 -5.272 -0.36
H -1.595 2.897 -2.989 0.23
H -0.393 1.809 -3.751 0.21
H -1.183 3.087 -4.721 0.25
```

***

Computed, not measured: a molecular structure, C9H29AsIrN2O2SSi2 at a distorted geometry, with ωB97M-V with the def2-TZVPD basis set.

Calculated values
Charge   +2
Multiplicity   6
<S²>   8.76
HOMO-LUMO gap (spin up / spin down)   0.3153 / 0.2243 Eh

XYZ file:
```
47
Properties=species:S:1:pos:R:3:nbo_charge:R:1
Ir -1.459 0.022 0.336 0.91
N -4.369 -0.630 0.181 -0.81
C -3.604 -1.634 -0.288 0.80
N -4.304 -2.699 -0.719 -0.76
O -2.385 -1.582 -0.319 -0.69
H -5.373 -0.670 0.208 0.43
H -3.896 0.197 0.519 0.39
H -5.309 -2.745 -0.695 0.43
H -3.782 -3.484 -1.083 0.44
C 4.249 0.106 -1.643 -1.13
Si 3.102 0.977 -0.452 1.44
C 2.938 2.750 -1.011 -1.13
C 3.834 0.975 1.266 -1.12
As 0.973 0.022 -0.524 -0.03
Si 1.314 -1.903 0.751 1.34
C 2.883 -2.804 0.289 -1.12
C 1.322 -1.487 2.573 -1.12
C -0.127 -3.046 0.434 -1.13
H 5.237 0.608 -1.632 0.28
H 3.821 0.158 -2.665 0.26
H 4.377 -0.954 -1.357 0.25
H 3.937 3.233 -1.007 0.27
H 2.260 3.294 -0.322 0.25
H 2.519 2.776 -2.038 0.25
H 4.812 1.497 1.244 0.29
H 3.994 -0.064 1.609 0.25
H 3.150 1.503 1.961 0.26
H 3.763 -2.174 0.515 0.25
H 2.863 -3.055 -0.791 0.26
H 2.953 -3.739 0.883 0.28
H 2.159 -0.806 2.814 0.25
H 1.432 -2.421 3.161 0.28
H 0.365 -0.995 2.839 0.24
H -0.158 -3.311 -0.643 0.25
H -1.071 -2.538 0.717 0.22
H -0.008 -3.969 1.039 0.27
C -2.939 2.590 -2.145 -0.80
S -2.599 1.997 -0.470 1.24
C -3.651 3.206 0.369 -0.81
O -1.174 2.340 -0.151 -0.87
H -2.656 3.642 -2.233 0.28
H -4.002 2.468 -2.366 0.27
H -2.353 1.997 -2.850 0.27
H -4.689 3.062 0.060 0.26
H -3.324 4.219 0.124 0.28
H -3.570 3.050 1.447 0.27
H -1.459 0.022 2.061 -0.19
```

***

Computed, not measured: 7 unconnected molecules or ions with the total composition C9H29NO10 at a distorted geometry, with ωB97M-V with the def2-TZVPD basis set.

Calculated values
Charge   -1
Multiplicity   2
<S²>   0.75
HOMO-LUMO gap (spin up / spin down)   0.0803 / 0.2151 Eh

XYZ file:
```
49
Properties=species:S:1:pos:R:3:nbo_charge:R:1
C 0.347 -0.216 -1.221 -0.25
O 0.819 -0.200 0.117 -0.77
H 0.734 -0.999 -1.873 0.14
H -0.708 -0.401 -1.020 0.20
H 0.604 0.682 -1.784 0.19
H 1.771 -0.311 0.174 0.49
C -0.694 -0.080 -5.446 -0.25
O 0.313 -0.042 -6.399 -0.72
H -1.534 0.587 -5.642 0.19
H -1.163 -1.055 -5.318 0.14
H -0.293 0.156 -4.460 0.17
H 0.883 -0.812 -6.348 0.46
C -0.354 2.505 2.134 -0.25
O -1.114 1.663 1.231 -0.73
H 0.394 1.936 2.687 0.14
H 0.123 3.353 1.644 0.17
H -1.092 2.847 2.859 0.17
H -0.433 1.085 0.879 0.48
C 1.225 -1.071 3.787 -0.25
O 2.435 -1.185 4.390 -0.73
H 1.343 -0.396 2.939 0.16
H 0.923 -2.051 3.417 0.18
H 0.497 -0.684 4.500 0.17
H 2.579 -0.368 4.873 0.46
C 3.361 -1.499 0.748 -0.30
O 3.564 -0.095 0.459 -0.72
H 2.625 -1.750 1.513 0.19
H 3.115 -1.950 -0.213 0.19
H 4.243 -2.066 1.044 0.17
H 4.020 0.252 1.229 0.48
C 0.045 4.249 -1.802 -0.49
N -1.417 3.934 -1.615 0.35
O -2.083 4.765 -0.933 -0.70
O -1.812 2.860 -2.035 -0.66
H 0.001 5.239 -2.256 0.19
H 0.570 3.544 -2.447 0.18
H 0.461 4.252 -0.795 0.17
C -0.719 -3.844 1.059 -0.25
O -1.074 -2.905 2.088 -0.54
C -1.839 -1.771 1.840 1.00
O -2.193 -0.964 2.705 -0.59
O -2.316 -1.868 0.569 -0.54
C -3.364 -0.972 0.145 -0.28
H -0.746 -4.827 1.529 0.18
H 0.289 -3.635 0.701 0.18
H -1.420 -3.843 0.224 0.21
H -4.275 -0.951 0.743 0.19
H -3.615 -1.155 -0.900 0.20
H -3.027 0.055 0.282 0.24
```

***

Computed, not measured: a molecular structure, C9H29O10Pd at a distorted geometry, with ωB97M-V with the def2-TZVPD basis set.

Calculated values
Charge   +2
Multiplicity   4
<S²>   3.76
HOMO-LUMO gap (spin up / spin down)   0.2955 / 0.1367 Eh

XYZ file:
```
49
Properties=species:S:1:pos:R:3:nbo_charge:R:1
Pd 0.516 0.451 1.652 1.45
O 0.179 -0.723 -0.068 -1.14
H 0.373 -0.038 -0.738 0.49
C -4.541 0.685 0.981 -0.09
C -3.166 0.562 0.345 -0.09
O -2.317 -0.385 0.958 -0.75
O -4.459 1.112 2.304 -0.72
H -5.032 -0.284 1.068 0.18
H -5.244 1.327 0.450 0.20
H -2.709 1.550 0.397 0.16
H -3.367 0.145 -0.642 0.18
H -1.523 -0.552 0.445 0.48
H -5.237 1.637 2.509 0.49
C 0.050 2.611 -1.036 -0.10
C 0.531 4.115 -1.284 -0.09
O -0.302 5.015 -0.503 -0.74
O -0.115 2.227 0.325 -0.78
H 0.799 1.990 -1.526 0.17
H -0.898 2.450 -1.550 0.20
H 0.474 4.427 -2.326 0.21
H 1.539 4.251 -0.891 0.17
H 0.130 5.873 -0.488 0.50
H -0.615 2.960 0.690 0.53
C -1.850 -3.380 -0.489 -0.09
C -1.281 -3.092 -1.926 -0.09
O -1.054 -1.695 -2.098 -0.47
O -0.764 -3.242 0.440 -0.45
H -2.268 -4.386 -0.495 0.25
H -2.684 -2.734 -0.212 0.26
H -2.016 -3.349 -2.689 0.25
H -0.406 -3.695 -2.168 0.28
H -0.541 -1.310 -1.384 0.49
H -0.333 -2.397 0.287 0.50
C 3.267 -0.559 2.689 -0.12
C 3.629 0.096 1.347 -0.11
O 2.615 1.032 0.920 -0.75
O 1.910 -0.957 2.763 -0.74
H 3.500 0.196 3.440 0.20
H 3.946 -1.358 2.985 0.24
H 3.795 -0.647 0.566 0.20
H 4.618 0.548 1.418 0.23
H 3.030 1.411 0.143 0.52
H 1.763 -1.176 3.686 0.53
C 2.975 -1.743 -1.944 -0.24
O 1.939 -2.414 -1.279 -0.75
H 2.721 -0.696 -2.108 0.14
H 3.840 -1.808 -1.284 0.16
H 3.199 -2.252 -2.881 0.21
H 1.379 -1.798 -0.801 0.47
```

***

Computed, not measured: 7 unconnected molecules or ions with the total composition C9H30BN2O9S, with ωB97M-V with the def2-TZVPD basis set.

Calculated values
Charge   +1
Multiplicity   1
HOMO-LUMO gap   0.3122 Eh

XYZ file:
```
52
Properties=species:S:1:pos:R:3:nbo_charge:R:1
O -2.237 3.168 1.501 -0.86
B -1.767 2.787 0.303 1.28
O -1.214 3.624 -0.652 -0.93
O -1.799 1.404 0.022 -0.66
C -2.153 1.058 -1.203 0.47
C -3.364 1.093 -1.803 -0.14
N -3.155 0.612 -3.084 -0.44
C -1.888 0.304 -3.254 0.27
N -1.241 0.561 -2.114 -0.47
S 0.438 0.337 -1.820 0.27
H -2.454 4.109 1.495 0.51
H -1.868 4.193 -1.077 0.51
H -4.309 1.420 -1.414 0.26
H -3.888 0.528 -3.773 0.46
H -1.442 -0.101 -4.143 0.26
H 0.868 1.607 -1.785 0.17
C 0.498 -2.495 1.192 -0.26
O 1.773 -1.970 0.810 -0.74
H 0.679 -3.408 1.748 0.22
H -0.042 -1.783 1.821 0.16
H -0.098 -2.740 0.309 0.16
H 1.613 -1.166 0.309 0.46
C 4.303 -0.185 -1.433 -0.25
O 3.400 0.925 -1.369 -0.76
H 3.713 -1.090 -1.302 0.18
H 4.809 -0.226 -2.399 0.17
H 5.044 -0.131 -0.636 0.18
H 3.912 1.732 -1.478 0.48
C -2.018 0.289 3.880 -0.25
O -3.297 0.747 3.458 -0.72
H -2.028 0.250 4.965 0.19
H -1.799 -0.710 3.493 0.16
H -1.235 0.982 3.556 0.16
H -3.289 0.790 2.498 0.46
C -2.326 3.541 5.697 -0.24
O -1.367 4.367 6.343 -0.72
H -1.953 3.330 4.698 0.17
H -2.453 2.594 6.228 0.16
H -3.295 4.040 5.613 0.16
H -1.681 4.558 7.231 0.47
C 2.478 -1.103 -5.437 -0.25
O 1.082 -1.009 -5.733 -0.71
H 2.974 -1.481 -6.325 0.20
H 2.876 -0.116 -5.190 0.16
H 2.641 -1.795 -4.607 0.17
H 0.670 -0.673 -4.933 0.44
C 2.755 -5.811 -0.065 -0.25
O 1.849 -4.730 0.117 -0.75
H 2.179 -6.731 -0.004 0.19
H 3.243 -5.768 -1.042 0.16
H 3.521 -5.825 0.715 0.17
H 2.341 -3.902 0.072 0.48
```

***

Computed, not measured: a molecular structure, C9H30KO6 at a distorted geometry, with ωB97M-V with the def2-TZVPD basis set.

Calculated values
Energy above the lowest of the compared OMol25 structures with the same formula, charge and spin   0.0 kJ/mol
Charge   +2
Multiplicity   2
<S²>   0.75
HOMO-LUMO gap (spin up / spin down)   0.3753 / 0.1190 Eh

XYZ file:
```
46
Properties=species:S:1:pos:R:3:nbo_charge:R:1
K 0.885 -1.374 -0.928 0.96
O 1.393 -2.895 1.336 -0.96
H 0.910 -3.543 1.850 0.49
H 1.703 -2.259 1.982 0.48
O 3.729 -1.330 -1.656 -0.97
H 4.367 -0.743 -1.251 0.49
H 4.016 -1.407 -2.566 0.49
O 0.369 -3.359 -2.716 -0.98
H 1.120 -3.069 -3.234 0.48
H 0.290 -4.293 -2.910 0.51
C 0.287 0.367 2.413 -0.64
C 1.800 0.537 2.324 0.08
C 2.538 -0.173 3.448 -0.63
O 2.242 -0.077 1.161 -0.76
H -0.031 0.933 3.289 0.24
H -0.016 -0.671 2.550 0.20
H -0.293 0.799 1.597 0.20
H 1.971 1.613 2.374 0.18
H 2.381 -1.245 3.333 0.18
H 2.293 0.178 4.451 0.24
H 3.587 0.124 3.432 0.23
H 3.187 0.087 1.125 0.48
C -0.950 2.847 -2.220 -0.62
C 0.507 2.433 -2.159 0.10
C 1.429 2.937 -0.994 -0.63
O 0.519 1.056 -2.255 -0.70
H -1.329 2.433 -3.154 0.21
H -1.012 3.930 -2.331 0.25
H -1.579 2.483 -1.408 0.20
H 0.922 2.763 -3.111 0.19
H 1.127 3.982 -1.061 0.23
H 2.511 2.899 -1.117 0.24
H 1.087 2.566 -0.028 0.21
H 0.127 0.824 -3.100 0.48
C -3.455 -1.254 1.485 -0.64
C -3.341 -1.185 -0.078 0.05
C -4.055 0.045 -0.715 -0.65
O -2.025 -1.205 -0.547 -0.36
H -3.180 -2.204 1.943 0.27
H -4.493 -1.094 1.777 0.27
H -2.709 -0.613 1.954 0.26
H -3.780 -2.120 -0.426 0.34
H -3.749 0.960 -0.207 0.27
H -5.099 0.159 -0.423 0.29
H -3.887 0.249 -1.773 0.25
H -2.314 -1.091 -1.455 0.51
```

***

Computed, not measured: a molecular structure, C9H30N7O7Tl at a distorted geometry, with ωB97M-V with the def2-TZVPD basis set.

Calculated values
Energy above the lowest of the compared OMol25 structures with the same formula, charge and spin   0.0 kJ/mol
Charge   +2
Multiplicity   1
HOMO-LUMO gap   0.1067 Eh

XYZ file:
```
54
Properties=species:S:1:pos:R:3:lowdin_charge:R:1
Tl 0.256 0.787 -1.603 1.41
O -0.357 -0.252 0.801 -0.28
H 0.125 -0.333 1.635 -0.02
C 3.771 2.556 -3.753 -0.02
C 2.895 1.896 -2.696 -0.44
C 3.637 1.767 -1.365 -0.18
O 2.639 1.392 -0.437 -0.30
C 3.099 1.458 0.900 -0.06
N 1.605 2.600 -2.528 0.02
H 4.738 2.050 -3.792 0.10
H 3.945 3.615 -3.569 0.10
H 3.320 2.403 -4.734 0.10
H 2.691 0.854 -2.973 0.12
H 3.951 2.769 -1.041 0.15
H 4.528 1.150 -1.482 0.15
H 3.428 2.464 1.182 0.11
H 3.903 0.754 1.117 0.11
H 2.285 1.285 1.608 0.09
H 1.280 2.860 -3.462 0.12
H 1.775 3.528 -2.133 0.14
C -1.751 -2.695 2.671 -0.19
C -0.953 -3.639 1.729 -0.14
O 0.221 -2.986 1.239 -0.09
O -2.343 -1.707 1.895 -0.03
H -1.187 -2.284 3.511 0.13
H -2.552 -3.290 3.118 0.15
H -1.491 -3.881 0.813 0.13
H -0.619 -4.490 2.319 0.14
H -0.034 -2.099 0.918 0.03
H -1.631 -1.098 1.593 0.01
C -3.268 1.522 -0.361 -0.63
O -2.097 1.919 -0.556 -0.08
N -3.528 0.224 -0.055 0.21
N -4.327 2.306 -0.641 0.20
H -2.771 -0.436 -0.062 0.07
H -4.481 -0.091 -0.011 0.13
H -4.170 3.220 -1.026 0.13
H -5.269 1.961 -0.606 0.12
C -0.237 -2.873 -1.972 -0.61
O -0.871 -1.882 -1.558 -0.06
N -0.339 -3.292 -3.270 0.18
N 0.613 -3.645 -1.234 0.20
H -1.055 -2.888 -3.848 0.12
H 0.102 -4.154 -3.533 0.12
H 1.303 -4.246 -1.647 0.13
H 0.749 -3.431 -0.254 0.06
C -1.660 1.045 4.168 -0.63
O -2.017 1.271 5.305 0.10
N -2.380 1.384 3.048 0.19
N -0.341 0.710 3.872 0.16
H -1.968 1.260 2.135 0.06
H -3.215 1.942 3.109 0.12
H 0.225 0.294 4.593 0.12
H -0.172 0.448 2.919 0.03
```

***

One value per record, in order, for M: 304.216 603.950 552.721 311.328 403.741 353.223 273.431 552.764 Da.
One value per record, in order, for E_tot: -21030.742 -88630.519 -107127.952 -31761.871 -33734.287 -42732.790 -38412.353 -39258.227 eV.